{
  "formula": "C21H34AlBr2F4I2N2O7S4",
  "method": "ωB97M-V/def2-TZVPD",
  "homo_lumo_gap_ev": 6.82,
  "homo_ev": -6.7,
  "total_energy_ev": -256735.6485,
  "e_lumo_ev": 0.1,
  "charge": -1,
  "multiplicity": 1,
  "elements": ["C", "C", "N", "C", "O", "C", "C", "O", "C", "C", "C", "I", "C", "Br", "C", "C", "Br", "C", "C", "S", "C", "C", "C", "C", "C", "I", "O", "S", "O", "O", "C", "N", "C", "S", "S", "C", "O", "O", "H", "H", "H", "H", "H", "H", "H", "H", "H", "H", "H", "H", "H", "H", "H", "H", "H", "H", "H", "H", "H", "H", "H", "H", "H", "H", "H", "H", "H", "H", "H", "H", "H", "H", "F", "Al", "F", "F", "F"],
  "positions_angstrom": [[-2.767589, -2.680250, 2.367723], [-2.186210, -1.247303, 1.896957], [-2.244045, -1.053981, 0.463313], [-1.203808, -0.724440, -0.439010], [-1.866602, -0.140535, -1.615836], [-3.217594, 0.207899, -1.528221], [-3.592557, 1.048014, -2.851582], [-4.755339, 1.873476, -2.624237], [-5.965034, 1.201968, -3.005251], [-6.583080, 0.485618, -1.712734], [-0.117696, 0.413259, -0.120752], [-0.543716, 1.640633, 1.691342], [0.151460, 1.344696, -1.398326], [1.464482, 0.931481, -2.844094], [-0.514853, 2.545361, -1.689082], [-1.679213, 3.154901, -0.873918], [-0.073210, 3.656630, -3.288221], [1.328072, -0.156755, 0.392694], [2.335204, 1.060041, 0.780729], [4.061044, 0.643691, 0.147445], [5.302947, 1.155792, 1.415220], [6.103393, 2.479763, 1.051684], [1.292156, -1.092955, 1.672472], [2.640359, -1.867207, 2.023741], [3.375404, -1.215248, 3.301909], [2.028174, -3.864377, 2.758756], [2.065093, -0.922394, -0.593461], [1.262886, -2.179869, -1.272252], [1.828428, -3.428437, -0.632306], [1.738128, -2.267896, -2.696391], [-0.611229, -2.115451, -1.110393], [-0.792063, -3.250469, -0.140530], [-1.640643, -4.115206, -0.446389], [-2.793215, -5.211795, -0.884657], [-1.269202, -2.470611, -2.813328], [-0.632640, -4.093295, -3.507833], [-0.833020, -1.492470, -3.879521], [-2.765315, -2.566852, -2.921050], [-2.020146, -3.510660, 2.248839], [-3.732173, -2.874943, 1.791536], [-3.091124, -2.530675, 3.443213], [-1.234041, -1.117913, 2.467978], [-2.916788, -0.511640, 2.384693], [-2.878206, -1.787558, 0.119364], [-3.615080, 0.802494, -0.663501], [-3.879372, -0.722133, -1.593318], [-3.743583, 0.282467, -3.668503], [-2.741225, 1.726981, -3.171607], [-6.726918, 1.982862, -3.326703], [-5.850876, 0.501698, -3.882217], [-6.298599, 1.144388, -0.834935], [-7.700807, 0.360137, -1.764821], [-6.115380, -0.543484, -1.614981], [-1.239194, 3.848103, -0.082813], [-2.392537, 2.477159, -0.349419], [-2.313658, 3.838142, -1.526458], [2.077461, 2.029591, 0.280802], [2.426755, 1.208661, 1.888466], [4.893140, 1.298033, 2.454301], [6.063082, 0.312593, 1.476743], [6.400219, 2.565267, -0.029113], [5.553562, 3.403808, 1.440420], [7.064463, 2.438151, 1.658514], [1.053612, -0.572270, 2.655620], [0.503599, -1.892096, 1.562976], [3.416493, -1.926947, 1.225291], [4.434692, -1.609796, 3.415573], [2.775470, -1.487875, 4.213452], [3.444356, -0.094646, 3.240446], [-1.471780, -4.831319, -3.655504], [-0.007416, -3.934811, -4.423831], [0.041611, -4.516786, -2.700826], [7.850220, 5.667449, 4.886976], [6.299330, 5.713286, 4.049922], [5.199626, 6.793785, 4.905371], [5.606372, 4.088518, 4.000777], [6.535486, 6.296530, 2.402705]],
  "forces_ev_per_angstrom": [[-0.34, 1.21, -0.29], [-1.43, -0.72, 2.89], [0.69, -0.45, 0.69], [-1.73, 0.72, -2.08], [0.39, -0.40, 0.93], [-2.85, 0.16, -1.49], [1.06, -0.40, 0.32], [0.23, -1.45, -1.14], [-1.76, 0.29, 0.88], [0.68, -0.14, -0.59], [2.41, -0.36, 0.08], [-0.52, -0.27, -0.59], [-0.97, 2.70, -1.17], [-0.82, -0.32, 1.60], [0.26, -1.86, 0.86], [-0.07, 1.74, -0.17], [-0.57, -0.82, 1.59], [1.12, 0.90, 2.15], [0.85, 0.11, -0.62], [-0.09, 0.13, 0.59], [1.13, 0.70, 0.43], [0.11, 0.11, 1.04], [-0.34, -1.03, 0.85], [0.73, 1.15, 1.19], [-0.21, -0.35, -0.23], [0.38, 0.47, -0.47], [-2.97, -0.81, -0.96], [6.96, -4.70, -3.05], [-2.66, 3.33, -0.08], [-2.41, 1.47, 3.02], [1.38, -0.25, 2.18], [-2.57, -0.97, -2.25], [-0.92, -0.74, -0.30], [2.79, 2.40, 1.38], [-2.81, 2.01, -8.01], [0.96, -1.05, 1.90], [0.11, -1.84, 3.51], [2.51, -0.39, 2.32], [-0.88, 0.78, 0.20], [1.24, -0.04, 0.58], [0.59, -0.48, -1.15], [-0.58, 0.04, -1.20], [1.05, -0.70, -0.66], [0.58, 0.72, -0.41], [1.07, -0.46, -0.45], [0.88, 1.01, 0.24], [0.01, 0.99, 0.66], [-0.94, -0.80, 0.57], [1.14, -0.66, 0.34], [0.20, 0.62, 0.98], [-0.47, -0.93, -0.94], [1.12, 0.20, -0.03], [-0.57, 1.21, 0.18], [-0.53, -0.84, -1.00], [0.94, 0.20, -0.66], [0.87, -1.01, 0.57], [-0.10, -0.99, 0.54], [-0.35, -0.18, -1.16], [0.14, -0.24, -1.14], [-1.14, 0.79, -0.18], [-0.57, -0.14, 1.02], [0.72, -1.24, -0.84], [-1.10, 0.14, -0.71], [0.03, -0.27, -1.54], [0.67, 0.90, -0.19], [-1.15, -0.37, 0.36], [-1.39, 0.35, -0.16], [0.73, 0.42, -0.76], [-0.14, -1.10, -0.13], [0.64, 1.27, 0.19], [-0.83, 0.45, 1.00], [-0.56, 0.25, -1.01], [-1.39, -0.01, -0.75], [0.09, 0.20, 0.07], [0.95, -1.00, -0.77], [0.54, 1.28, -0.03], [-0.24, -0.59, 1.43]],
  "mulliken_charge": [-1.184, -0.113, 0.186, 0.543, 0.207, -0.410, -0.782, -0.408, -0.178, -0.818, -1.505, 0.215, 0.179, -0.002, -0.323, -1.138, -0.138, 0.830, -1.281, -0.220, -0.086, -0.990, -0.706, -0.532, -1.133, -0.040, -0.204, 1.555, -0.691, -0.703, -0.509, -0.066, 0.282, -0.191, 1.714, -0.927, -0.692, -0.678, 0.187, 0.300, 0.445, 0.017, 0.375, 0.386, 0.396, 0.243, 0.334, 0.122, 0.304, 0.220, 0.183, 0.395, 0.159, 0.297, 0.312, 0.421, 0.569, 0.535, 0.115, 0.347, 0.309, 0.212, 0.327, 0.644, 0.109, 0.651, 0.312, 0.443, 0.218, 0.349, 0.374, 0.321, -0.456, 0.794, -0.456, -0.417, -0.456]
}